Entry 1:
C42H45BrN4P2Ti | the ωB97M-V functional and the def2-TZVPD basis

Positions of all 95 atoms, in Å:
C 0.7462 -0.9528 2.5845
H 0.1447 1.8136 3.6163
H -5.2473 4.0720 0.5333
H 2.6388 -3.3800 2.5318
C -2.0790 -1.8990 -4.2739
C 2.5541 3.3262 -0.7051
H -3.2700 0.1825 0.8807
C 2.4902 -5.4169 1.9512
H 0.9613 2.1655 1.1140
H 5.1148 -2.1238 -3.7299
C -3.5376 3.0572 -0.4426
C -3.9549 5.4588 -0.3289
H 0.9838 -0.2677 3.4102
C -1.4977 0.4760 3.3183
H 2.8557 -5.7793 2.8830
C -3.1449 0.3449 5.0703
C 4.5896 -0.9887 -0.0636
C 1.8675 -3.5721 0.4855
C 1.9762 -0.9730 1.6155
H -0.5698 -2.3073 -1.2543
H 0.7242 4.5703 -0.5959
C -2.7259 -3.6528 1.4298
C -1.8677 0.1568 -3.0593
C 3.5532 -1.5614 -0.7636
H 1.1486 -6.6428 -0.8786
C -2.6341 -0.1430 3.8707
N -1.0697 -0.4485 -2.0996
H -2.6394 0.0690 -5.0842
H -4.1263 -0.0274 5.4285
H 6.8264 -0.7098 -2.5995
C 2.3574 -4.0265 1.7312
C 5.9219 -1.0061 -2.0708
H 2.8366 2.2870 -0.4027
H -2.8531 1.6715 6.7257
H 3.3527 3.9816 -0.3278
P -0.7074 -0.0679 1.7568
N -1.6744 2.1290 -1.6964
H 6.5872 -0.1226 -0.2231
H -0.6082 2.4678 5.8902
C 3.7439 -2.0203 -2.0731
H 2.1192 1.0782 -2.1754
C 2.6069 3.4873 -2.2142
Br -5.2179 6.8029 0.0476
C -2.3583 3.2528 -1.1587
H -1.5989 -3.6350 -3.1464
H -4.8040 -3.8503 1.2187
H -2.3639 -2.4730 -5.1669
H 3.5509 3.1427 -2.6665
H 2.5365 4.5370 -2.4523
H -0.3920 2.9814 0.8070
C 1.4986 -5.9041 -0.1719
C 5.7724 -0.6578 -0.7352
C -1.5841 -2.5432 -3.1333
C -1.0443 -1.7902 -2.0821
H -2.3777 6.6759 -1.2081
C 2.0523 -6.3581 1.0124
C 1.2935 3.8192 0.0094
C -0.7755 1.3972 4.0602
H 2.9050 -2.4904 -2.6355
C -1.6269 -2.7702 1.4131
Ti -0.2313 1.0329 -0.8933
H 1.0299 -4.1828 -1.4023
C -3.9988 -3.1618 1.1692
C -2.1925 1.5154 -2.7726
H -2.5260 -4.6861 1.5402
H 2.2441 0.0575 1.4162
C -2.7041 5.6727 -0.9735
H 1.8088 2.6737 -4.0449
C -2.2368 -0.5061 -4.2264
H 1.5526 4.4279 0.8785
P 1.9065 -1.8374 -0.0540
C -4.3257 4.1567 -0.0027
H 0.5449 3.3881 -3.0069
H -0.6082 -3.1627 1.4486
C -1.8984 4.5934 -1.3799
C -1.1903 1.7715 5.3250
H 4.4425 -0.7685 1.0034
H -5.2436 -1.5187 0.7337
C 1.4678 2.7929 -3.0061
H 2.8587 -1.4051 2.0814
H -2.8150 1.9959 -3.5114
H 2.1743 -7.4219 1.1790
C 1.4277 -4.5266 -0.4362
H 0.9064 0.7959 -3.2268
C -1.8463 -1.3856 1.2643
C -4.2028 -1.8168 0.8961
H -0.9643 4.7969 -1.9021
H -3.0613 -1.0142 3.3887
C -2.4438 1.3081 5.8079
C -3.1033 -0.9225 0.9425
H 0.5228 -1.9347 3.0556
N 1.2160 1.4557 -2.4498
C 4.9386 -1.7495 -2.7338
N 0.4612 2.6761 0.3578
H -3.8702 2.0473 -0.2420

Calculated values
**2S+1**: 1
**Total charge**: +4
**E_tot**: -161940.0811 eV
**HOMO level (spin up / spin down)**: -18.12 / -18.11 eV



Entry 2:
C42H46FMnN3O2SiTe | the ωB97M-V functional and the def2-TZVPD basis

Positions of all 97 atoms, in Å:
H -1.4931 -2.7044 3.8510
C -3.8132 1.0199 -0.8981
H 2.1330 -1.2022 2.2948
H -3.0164 4.0715 3.8029
H -0.9045 -1.9187 8.0114
H 0.8054 -3.0615 2.6760
C 4.7957 -0.9470 1.0425
H 2.1490 4.8125 -2.2906
H 2.5835 -3.0303 -1.5042
H 4.3437 -1.3171 1.9674
H 4.0925 1.8136 0.0739
H 0.2590 3.2011 -2.7285
H 5.6728 -1.5713 0.8432
F 0.1485 0.8170 -1.7643
H -0.1809 1.1551 5.1263
N 0.2177 -2.2946 0.1004
H -3.1157 -3.2905 -2.5115
C -0.1210 -3.5382 0.7659
C -0.7867 -0.7322 4.3299
C -0.4712 0.1438 5.3582
C -2.9739 -1.7671 -4.0196
C 0.1213 3.0975 2.9602
H -5.4092 1.6900 4.3912
H -1.8253 -4.3108 1.8339
H 4.1495 -3.4306 -0.7654
H 3.4429 0.6642 2.8897
C -3.5225 0.0319 -1.9808
C -0.5099 -0.2836 6.6783
C -1.2233 -2.4585 5.9597
N 0.2768 -0.3027 2.1529
C 3.2558 2.1098 -0.5494
Mn 0.3299 -0.6522 0.1771
O -4.2379 2.1263 -1.1620
C -3.2107 0.1365 3.2283
C -4.4544 0.5665 2.8090
H -1.5318 -3.4714 6.1875
H 0.6005 -4.7920 2.3674
C -0.9614 3.4556 3.7569
Si 3.6241 -1.0591 -0.4217
H -1.6716 -2.5453 1.9452
H -0.2503 0.4077 7.4705
C 3.2290 3.3901 -1.0908
H 2.3771 1.2051 1.6220
H -0.4543 -5.5769 0.1407
H 2.7115 -3.2743 0.2391
C 1.5891 -0.4071 2.8090
H 1.8778 -3.8940 1.5493
C 3.2216 -2.8650 -0.6328
H -5.6672 -0.0482 4.4882
C -3.3453 0.4895 -3.2805
H 5.3301 -1.2654 -2.1783
C -1.5552 -3.4059 1.2841
C -0.0660 -4.6491 -0.2866
C 1.1820 1.6815 -1.5699
N 2.1703 -0.1178 -0.2871
C 2.3976 0.8763 2.6517
H -0.6784 -4.3778 -1.1477
Te 1.9794 2.6162 3.8281
C -2.1791 3.7908 3.1748
O -1.4105 0.0323 0.0715
H 4.0484 4.0662 -0.8795
C -1.1859 -2.0296 4.6407
H -2.7506 -2.4673 -4.8151
H 5.1505 0.0703 1.2241
C 4.5736 -0.5115 -1.9394
H -3.4227 1.5513 -3.4737
C -3.4397 -1.3281 -1.7074
H -3.5889 -1.6709 -0.6915
H 5.0829 0.4454 -1.8204
C -5.5721 0.7889 3.7947
H -0.8637 3.4808 4.8366
C -3.0616 -0.4090 -4.2970
H -2.9068 -0.0520 -5.3072
C 1.1172 2.9342 -2.1243
C -3.6084 0.6312 0.5365
C 2.1680 3.8127 -1.8774
C -2.3427 0.1842 0.9673
H -3.0573 -0.0404 4.2859
C 2.2230 1.1893 -0.7813
C 0.8495 -3.8315 1.9080
C -0.8017 -0.3375 2.8736
H -3.2831 3.9740 1.3399
C -1.2488 3.3877 1.0006
C -2.3294 3.7455 1.7981
H -5.5742 1.2113 1.0875
H 0.8260 2.8562 0.9382
C -2.1349 -0.0406 2.3430
C -3.1736 -2.2296 -2.7252
C -4.6234 0.8327 1.4493
H 3.9005 -0.4283 -2.7974
H -6.5268 0.9038 3.2810
C -0.0217 3.0876 1.5742
C -0.8776 -1.5859 6.9818
H 1.5009 -0.6903 3.8560
H 0.9515 -4.8255 -0.6321
H -2.2485 -3.2930 0.4507
H -1.3621 3.3389 -0.0755

Calculated values
**2S+1**: 2
**<S²>**: 1.0280
**E_tot**: -102074.8608 eV
**Energy above the lowest of the compared OMol25 structures with the same formula, charge and spin**: 3.83 kcal/mol
**HOMO level (spin up / spin down)**: -7.61 / -7.56 eV



Entry 3:
C42H46N5OP2V | the ωB97M-V functional and the def2-TZVPD basis

Positions of all 97 atoms, in Å:
V 0.9155 0.6365 0.0908
H 0.0627 -1.6966 -5.9203
H -2.1679 -5.4597 0.0724
C 5.1691 -0.2839 0.6733
C 1.8540 1.5878 2.8981
H 5.5030 1.7325 -2.0322
C -1.7563 -1.1045 -1.6773
H 1.0020 -3.9850 -0.2563
H 0.3437 3.8587 2.0080
C -2.5348 -4.7600 2.0888
C -0.2453 5.8025 -2.0029
H -3.1772 -1.1374 -3.2808
H -0.4273 -2.1796 3.1338
H 2.4794 2.4376 4.7727
C 1.0592 5.4908 -1.6565
H 1.4038 2.9581 -4.9065
C -0.5947 -3.2934 -2.9130
H -3.8060 2.3346 0.4560
H 5.7243 -0.8023 1.4398
C 1.9509 1.6318 4.2788
C -1.8683 -5.6753 1.1027
H -2.5018 1.0713 2.8005
C -2.2486 -3.3898 2.0990
C -0.0177 -2.7979 -1.7442
C -1.7275 -2.7103 -3.4605
C 1.1782 0.5768 2.1989
H -4.7764 -4.8178 4.6421
H 3.4224 1.9731 -2.9788
H -0.1383 -4.1459 -3.4019
C 0.7103 -0.4339 4.4082
H -2.6995 -1.4764 2.9671
H 0.4701 -0.0882 -7.7558
H -1.3015 2.7415 -2.9890
H 0.3173 -1.3618 6.2987
H -1.1238 4.8475 2.1500
C -1.9213 1.9890 2.9027
C 0.3708 -0.6831 -5.7006
N -0.1050 -1.5139 2.4505
C 0.9748 1.5279 -6.4409
C 3.7979 -0.3407 0.6593
P -1.5770 2.6559 1.2725
C 5.0501 1.1228 -1.2625
H 0.3479 -0.9812 -3.5743
C 1.1315 1.9323 -5.1267
C 0.6226 -0.4177 3.0028
H -0.7813 -5.5838 1.1492
C 0.5315 -0.2832 -4.3821
H 3.2411 -0.8730 1.4182
C -3.7882 -3.0555 3.9178
H -0.6048 6.8185 -1.9083
O -0.9089 1.6615 0.3609
C -0.6325 3.5079 -2.6131
H -0.3746 4.5985 0.5553
N 2.8923 1.5576 -2.2254
C 1.5224 4.1862 -1.7895
H 2.5446 3.9506 -1.5179
H -4.2750 -2.3863 4.6149
H 6.8801 0.5887 -0.3117
C -2.8888 -2.5416 2.9962
C 1.3751 0.6147 5.0277
C -3.4543 -5.2447 3.0096
N 3.0392 0.2737 -0.2718
C -1.0924 4.8065 -2.4798
H -0.9789 1.7608 3.4028
C -3.1345 3.1874 0.5550
C -0.6354 -1.7081 -1.1182
C 1.2211 -3.4154 -1.1632
H 1.4480 0.6207 6.1083
H -1.4652 -3.2894 0.1979
H -2.4888 2.7035 3.5004
H -2.1101 5.0478 -2.7587
H 0.5384 -2.5153 4.9955
H -2.1319 -6.7113 1.3042
C -0.5913 4.1352 1.5188
N -1.3371 -2.9167 1.1260
C -4.0726 -4.4108 3.9295
N -0.0983 -1.2175 0.1110
C 0.5960 0.2216 -6.7269
H 1.1414 2.2324 -7.2446
H -2.1815 -0.2451 -1.1731
H 1.6840 -4.0945 -1.8776
H -2.9301 3.5939 -0.4357
P 1.1877 1.4439 -2.3609
H -0.9679 -1.6130 5.1289
H 1.9476 -2.6487 -0.8872
H -3.6793 -6.3040 3.0068
H -2.1561 -3.1134 -4.3684
H 1.7236 6.2607 -1.2866
C 3.6575 0.9563 -1.2351
C -0.5024 -1.8252 1.1957
C 0.9190 1.0214 -4.0921
C -2.3017 -1.6045 -2.8496
H -3.6183 3.9499 1.1650
C 5.8031 0.4859 -0.3068
H 2.3409 2.3871 2.3369
C 0.1172 -1.5363 5.2436
C 0.6849 3.1916 -2.2785

Calculated values
**2S+1**: 4
**Total charge**: +1
**<S²>**: 3.7617
**E_tot**: -98064.1895 eV
**Energy above the lowest of the compared OMol25 structures with the same formula, charge and spin**: 1.64 kcal/mol
**HOMO level (spin up / spin down)**: -9.25 / -10.04 eV



Entry 4:
C42H47AsN5O4PPtS2Si2 | the ωB97M-V functional and the def2-TZVPD basis

Positions of all 105 atoms, in Å:
H 6.1036 -3.9669 -2.3392
H -0.8931 -2.8539 1.7340
H -0.7782 1.0532 -4.5076
H 2.2668 5.1870 1.5096
S -1.2013 2.7405 0.5220
Si 2.6460 3.0713 0.3729
H -0.3717 4.3317 -1.7692
H -1.7461 2.2133 -3.5840
H 1.7916 -0.1144 2.4012
C 1.2247 -2.7317 1.3375
C 3.0677 -3.8862 -0.8341
C 3.4071 2.1960 1.8092
H -0.3142 -2.1577 -2.9240
H 2.4360 -4.5416 -0.2525
C -4.7190 4.2250 -0.8094
H -0.6445 -3.5681 4.0496
C -1.1551 -4.1112 -3.2360
C 0.9431 -0.0413 3.0706
H -4.4615 0.3328 5.6482
N -1.7772 1.2179 -0.0453
P 0.9873 -2.1767 -0.3872
H -5.2800 6.2743 -1.0692
H 2.0636 1.3985 -4.7986
C -3.2541 6.0854 -0.3913
N -2.3867 -1.3088 -0.2767
C -1.3023 0.2423 3.2866
H -0.9156 -6.7103 -1.0723
H 2.9341 2.6902 -3.9739
H 2.6614 1.9929 2.5764
H 3.3791 -2.6353 1.3427
H 0.3136 -5.0140 0.2205
H 4.5633 -5.4004 -1.0346
H -5.5174 -0.0877 -0.7014
H -1.2809 5.5895 0.2985
C 4.7619 -2.2912 -2.3304
C -4.7227 -0.8093 -0.5832
As 1.2116 1.4614 -0.8044
C -2.7206 -2.6008 -0.2521
C -4.0236 -3.0624 -0.3849
C 1.6258 4.5194 0.9258
H -1.1899 0.6995 -2.8346
C -2.4412 0.1599 5.5899
O -2.2825 0.0815 6.7876
Si 0.6424 2.3897 -3.0233
H -3.0723 7.1505 -0.3609
C 5.1478 -3.5851 -2.0076
N -3.9626 1.9530 -0.4574
C 2.6223 -3.2243 3.2467
C 2.4864 -2.8447 1.9169
H -6.0711 -2.4819 -0.6818
C -0.9196 1.5014 -3.5224
C 0.2371 -3.3717 3.4532
C 2.6627 -2.5827 -1.1099
C -1.3293 -5.3867 -2.7126
N -0.2358 0.1755 2.4910
H 4.7894 3.7022 -0.5654
H -4.2053 -4.1273 -0.3498
H 1.2276 5.0916 0.0867
H 3.4782 4.3303 -1.5722
C 4.2899 -4.3815 -1.2745
C -0.4561 -3.1532 -2.5177
C -4.4874 5.5968 -0.7844
C 3.8179 3.4615 -1.0059
C -0.0074 -0.1126 5.2478
C 0.3067 4.1795 -2.6065
O 1.7246 -0.4269 -3.0792
S 3.0080 -0.2568 -2.4354
H -2.2435 0.4285 2.7726
C -0.0828 -4.7605 -0.7555
H 3.6116 -3.3089 3.6770
C -2.2401 5.2049 -0.0237
C 0.0732 -3.4728 -1.2685
H 1.5988 3.0982 -5.0604
H 1.6107 -3.8039 5.0463
H 5.3897 -1.6497 -2.9338
O 4.0365 0.4430 -3.1331
C 3.5371 -1.8222 -1.8940
H 0.8141 4.2180 1.5873
H 2.0954 -0.3508 4.8522
H -1.5591 -3.8658 -4.2094
H 3.9783 2.6328 -1.6972
H -4.8918 1.6773 -0.7208
C -3.7098 3.3571 -0.4436
H 4.1749 2.8375 2.2509
H 3.8852 1.2616 1.5107
H -5.6856 3.8418 -1.1144
C 0.1031 -2.9814 2.1330
Pt -0.4001 -0.3103 -0.2419
N -3.6692 0.3111 5.0282
H -1.8755 -6.1322 -3.2755
H -1.9223 -3.3079 -0.1395
C -0.7908 -5.7136 -1.4749
C 1.5028 -3.4984 4.0137
H 0.0481 -0.2183 6.3234
H -0.1449 4.6574 -3.4808
O 2.7738 0.3712 -1.0308
C -2.4724 3.8417 -0.0561
C -1.2520 0.0971 4.6648
C 1.1109 -0.1823 4.4378
H 1.2389 4.7111 -2.3993
H -3.8270 0.3025 4.0400
C 1.9535 2.3697 -4.3236
C -3.4074 -0.4263 -0.4335
C -3.0202 1.0146 -0.3230
C -5.0447 -2.1616 -0.5662

Calculated values
**2S+1**: 1
**Total charge**: +2
**E_tot**: -170749.0999 eV
**Energy above the lowest of the compared OMol25 structures with the same formula, charge and spin**: 0.00 kcal/mol
**HOMO level**: -13.18 eV



Entry 5:
C42H47MnN9OPS2 | the ωB97M-V functional and the def2-TZVPD basis

Positions of all 103 atoms, in Å:
C 1.2483 0.1548 2.2518
H -3.6633 -5.2593 0.2690
S 1.1864 2.7902 -1.1370
C -4.5510 -3.8764 -1.1164
C 3.0051 -3.7502 -2.8351
C 3.5335 0.8056 1.5573
C 4.7808 3.8893 -2.6907
H 0.7925 3.2071 1.7690
C 0.3244 -0.5055 3.2260
C -5.4805 -0.3844 1.4150
H -0.0216 -3.3999 4.9458
H 4.7560 3.6179 -3.7442
N 0.7543 0.4742 1.1152
C -2.2919 2.8846 0.9137
C -0.2426 -2.4023 4.5870
C 4.4441 0.5485 4.1743
C -1.9345 -3.2468 -1.8423
H 4.1996 -5.5090 -2.5529
C 2.5123 -2.5771 -2.2750
C -3.0085 -2.6253 -2.4781
C 0.6156 -1.7879 3.6883
H 2.4225 -1.3965 -0.4655
C -4.3117 -2.9306 -2.1090
C -3.4835 -4.5013 -0.4862
Mn -0.3905 0.8508 -0.1364
H -2.4387 2.5658 -4.6981
C -2.8344 1.9774 -1.5509
S -0.0115 -1.3409 -2.5977
N -3.3042 2.4351 -2.7270
H 3.8609 -2.9034 0.8290
C 3.8110 -4.6075 -2.0944
C 3.6216 -3.1438 -0.2014
H -1.3463 -4.6872 -0.3613
H -5.0173 3.5254 -2.1413
H 1.5060 -2.3038 3.3431
H 5.0087 4.9476 -2.6178
C -1.6510 -0.4461 4.5930
H -2.0217 -2.2039 5.7699
H -4.5707 3.6798 -3.8389
H -3.7109 -2.4795 1.9851
N -4.0277 -0.5046 1.1789
C -2.0137 -1.3639 1.0833
H 2.4414 -0.0133 4.6803
C -1.2528 1.7219 -3.0170
C -3.2806 -1.6172 1.4949
C 5.3076 0.9485 3.1647
H 4.7405 -0.1444 -2.1076
O 0.1965 -0.6180 -1.2487
H 6.3417 1.1694 3.3993
H -3.4357 5.8118 1.3513
C 2.8218 -2.2822 -0.9424
H -6.0298 -0.8508 0.6025
H 3.1612 0.9070 0.5441
H 5.0555 1.2854 -3.0842
H 1.5372 -2.0936 -4.1458
H -4.4357 4.3645 1.5612
C -1.0855 4.3180 2.0902
C -0.5107 -3.0374 -2.2989
N 3.4665 3.6845 -2.0462
N -2.3551 4.0222 1.6363
H -5.7241 -0.8823 2.3461
C -3.5373 4.8735 1.8895
H 0.2154 -3.4783 -1.6168
H 4.8027 0.4539 5.1918
C 3.1170 0.2733 3.8837
N -1.5936 1.5291 -1.6951
H 4.7541 -4.9730 -0.2024
H 5.4106 1.2889 -1.3406
C 2.8090 2.5773 -1.7120
N -1.0347 2.4542 0.9095
H -1.1307 -1.9790 1.1578
C 1.6785 -1.6684 -3.1475
H -0.8752 5.1915 2.6907
H -0.2780 1.4885 -3.4046
N 3.3335 1.3516 -1.8319
C 2.6557 0.3951 2.5692
C 4.8516 1.0782 1.8539
H -2.5161 0.0864 4.9731
C 4.1220 -4.3061 -0.7781
H -5.1428 -2.4701 -2.6306
H -5.7619 0.6586 1.4896
C -0.8161 0.1617 3.6669
P -3.6807 2.0640 0.0492
C -3.2243 0.3920 0.5784
C -1.3697 -1.7292 5.0462
C -0.2705 3.3368 1.6319
C -4.6469 2.9879 -3.0067
H -0.3591 -3.4616 -3.3005
C 4.7216 0.9421 -2.1095
N -2.0003 -0.1159 0.5089
C -2.3124 2.2690 -3.6666
H 2.9125 4.5145 -1.9186
H -3.6138 5.0754 2.9541
H 2.7694 -3.9964 -3.8664
H -5.5691 -4.1473 -0.8589
H 2.1019 -0.6709 -3.2790
H 2.7295 0.6421 -1.4638
H -1.0233 1.1664 3.3156
H 5.5693 3.3467 -2.1894
H 5.5353 1.3938 1.0760
H -2.8314 -1.9269 -3.2920
H -5.3396 2.1928 -3.2652
C -2.1780 -4.1736 -0.8368

Calculated values
**2S+1**: 4
**Total charge**: +3
**<S²>**: 3.8020
**E_tot**: -122033.5359 eV
**Energy above the lowest of the compared OMol25 structures with the same formula, charge and spin**: 0.00 kcal/mol
**HOMO level (spin up / spin down)**: -15.81 / -15.85 eV